--- A ---
The following is a DFT calculation (the ωB97M-V functional and the def2-TZVPD basis) of the molecule CH2N4O.

```
8
Properties=species:S:1:pos:R:3
N 1.886 -0.059 -0.046
C 0.545 -0.059 -0.104
N 0.074 1.118 0.033
N -1.284 0.815 0.106
N -1.539 -0.501 -0.139
O -0.245 -1.161 0.089
H 2.360 0.905 -0.213
H 2.374 -0.876 0.446
```

gap between HOMO and LUMO	9.73	eV
structure (SMILES)	Nc1nnno1

***

--- B ---
The following is a DFT calculation (the ωB97M-V functional and the def2-TZVPD basis) of a cluster of 2 separate species, CH2N4O in total.

```
8
Properties=species:S:1:pos:R:3
N 1.793 1.318 3.891
N 1.890 1.065 2.820
O 2.056 0.797 1.703
N -0.826 0.878 2.306
C -0.520 0.415 1.290
N -0.231 -0.259 0.151
H 0.193 0.354 -0.513
H -0.866 -0.926 -0.238
```

gap between HOMO and LUMO	10.99	eV
structure (SMILES)	N#[N+][O-].N#CN

***

--- C ---
The following is a DFT calculation (the ωB97M-V functional and the def2-TZVPD basis) of a cluster of 2 separate species, CH2N4O in total.

```
8
Properties=species:S:1:pos:R:3
C 1.884 0.280 -0.097
N 2.385 -0.736 0.627
N 3.685 -0.645 0.416
N 3.953 0.326 -0.340
N -0.174 0.112 -0.346
O 2.771 0.904 -0.806
H 0.078 -0.565 -1.169
H -0.304 -0.477 0.468
```

gap between HOMO and LUMO	10.35	eV

***

On energetic grounds, B is preferred over the next structure by 1.256 eV.

***

--- A ---
The following is a DFT calculation (the ωB97M-V functional and the def2-TZVPD basis) of the molecule C6H15NO2.

```
24
Properties=species:S:1:pos:R:3
C 2.743 0.305 -0.706
O 1.585 0.545 0.040
C 0.537 -0.558 -0.019
C 0.796 -1.522 1.130
C -0.735 0.259 0.008
C -0.873 1.115 -1.242
C -0.939 1.078 1.274
N -1.761 -0.957 -0.096
O -3.055 -0.474 -0.469
H 3.447 1.116 -0.509
H 2.531 0.287 -1.785
H 3.232 -0.644 -0.445
H 0.631 -1.068 -0.986
H 0.074 -2.335 1.115
H 1.791 -1.948 1.022
H 0.752 -1.002 2.083
H -0.756 0.514 -2.141
H -1.851 1.592 -1.260
H -0.107 1.885 -1.233
H -0.126 1.792 1.372
H -1.894 1.596 1.217
H -0.945 0.443 2.158
H -1.915 -1.269 0.862
H -3.164 -0.750 -1.388
```

gap between HOMO and LUMO	10.31	eV
structure (SMILES)	CO[C@@H](C)C(C)(C)NO

***

--- B ---
The following is a DFT calculation (the ωB97M-V functional and the def2-TZVPD basis) of a cluster of 3 separate species, C6H15NO2 in total.

```
24
Properties=species:S:1:pos:R:3
C -1.126 0.451 -2.819
C -0.866 0.864 -1.370
N -1.032 -0.246 -0.421
C 0.549 1.449 -1.208
O 1.569 0.584 -1.632
H -2.118 0.014 -2.929
H -0.380 -0.277 -3.135
H -1.053 1.315 -3.476
H -1.581 1.640 -1.073
H -1.978 -0.612 -0.469
H -0.403 -1.010 -0.663
H 0.626 2.346 -1.828
H 0.689 1.749 -0.161
H 1.594 -0.182 -1.030
C 0.026 0.082 2.269
C -0.366 -0.624 3.320
H -0.472 -0.046 1.198
H 0.632 0.969 2.412
H -0.035 -0.413 4.329
H -0.994 -1.499 3.212
C 1.629 -1.600 1.391
O 1.442 -1.643 0.188
H 2.362 -0.904 1.834
H 1.287 -2.406 2.061
```

gap between HOMO and LUMO	9.60	eV
structure (SMILES)	C[C@@H](N)CO.C=C.C=O

***

--- C ---
The following is a DFT calculation (the ωB97M-V functional and the def2-TZVPD basis) of a cluster of 2 separate species, C6H15NO2 in total.

```
24
Properties=species:S:1:pos:R:3
C 0.767 2.332 1.505
C 0.515 0.944 0.916
C -0.275 0.065 1.880
N 1.758 0.320 0.609
O -0.358 1.088 -0.285
H -0.182 2.809 1.740
H 1.305 2.956 0.790
H 1.364 2.243 2.407
H -0.340 -0.944 1.481
H 0.231 0.033 2.842
H -1.276 0.469 2.002
H 1.583 -0.530 0.032
H 2.366 0.932 0.086
H 0.157 1.517 -0.978
C 0.678 -1.830 -1.364
C -0.485 -1.278 -1.725
C -1.798 -1.555 -1.062
O -0.532 -0.461 -2.817
H 1.566 -1.665 -1.960
H 0.721 -2.570 -0.589
H -2.492 -1.989 -1.783
H -2.214 -0.633 -0.676
H -1.674 -2.249 -0.228
H -1.383 -0.005 -2.824
```

gap between HOMO and LUMO	9.46	eV
structure (SMILES)	CC(C)(N)O.C=C(C)O

***

--- D ---
The following is a DFT calculation (the ωB97M-V functional and the def2-TZVPD basis) of the molecule C6H15NO2.

```
24
Properties=species:S:1:pos:R:3
C -0.890 1.668 1.026
N -0.933 0.748 -0.096
C -2.303 0.293 -0.271
C 0.071 -0.349 -0.146
C -0.036 -1.136 -1.456
C 0.066 -1.300 1.052
C 1.357 0.475 -0.175
O 2.438 -0.495 -0.485
O 3.683 0.054 -0.062
H -1.094 1.193 1.996
H 0.064 2.184 1.085
H -1.645 2.437 0.865
H -2.936 1.162 -0.455
H -2.397 -0.346 -1.142
H -2.690 -0.241 0.608
H 0.899 -1.663 -1.618
H -0.841 -1.865 -1.416
H -0.203 -0.458 -2.289
H 0.936 -1.946 0.976
H 0.148 -0.762 1.993
H -0.848 -1.891 1.059
H 1.348 1.233 -0.966
H 1.614 0.894 0.801
H 4.194 0.109 -0.883
```

gap between HOMO and LUMO	9.37	eV
structure (SMILES)	CN(C)C(C)(C)COO

***

On energetic grounds, C is preferred over the next structure by 1.736 eV.

***

--- A ---
The following is a DFT calculation (the ωB97M-V functional and the def2-TZVPD basis) of the molecule C3H3Br2ClO.

```
10
Properties=species:S:1:pos:R:3
O 1.805 -1.586 1.253
C 1.291 -0.655 0.618
C -0.255 -0.455 0.433
C -0.589 0.535 -0.625
Cl -0.098 0.115 -2.283
Br 0.242 2.322 -0.122
Br -2.639 0.852 -0.661
H 1.798 0.270 0.073
H -0.801 -1.312 -0.014
H -0.755 -0.086 1.328
```

gap between HOMO and LUMO	9.70	eV
structure (SMILES)	O=CCC(Cl)(Br)Br

***

--- B ---
The following is a DFT calculation (the ωB97M-V functional and the def2-TZVPD basis) of a structure of composition C3H3Br2ClO.

```
10
Properties=species:S:1:pos:R:3
C -0.763 0.505 -1.119
C 0.982 -0.135 0.687
C -0.421 -0.244 0.147
O -1.817 0.513 -1.654
Cl 0.586 1.418 -1.781
Br -1.709 0.402 1.488
Br -0.848 -2.125 -0.241
H 1.072 -0.729 1.596
H 1.217 0.901 0.923
H 1.698 -0.507 -0.045
```

gap between HOMO and LUMO	10.22	eV

***

On energetic grounds, B is preferred over the next structure by 1.275 eV.

***

--- A ---
The following is a DFT calculation (the ωB97M-V functional and the def2-TZVPD basis) of a cluster of 5 separate species, C5H15N5O10 in total.

```
35
Properties=species:S:1:pos:R:3
C -2.346 1.658 -0.701
N -2.607 3.095 -0.489
O -2.197 3.864 -1.357
O -3.140 3.490 0.482
H -2.809 1.156 0.149
H -1.264 1.592 -0.586
H -2.710 1.381 -1.690
C -0.641 -1.099 0.338
N -0.264 -0.828 -1.077
O -0.025 0.294 -1.294
O -0.422 -1.729 -1.826
H -1.456 -0.441 0.640
H 0.274 -0.790 0.843
H -0.830 -2.142 0.594
C -0.006 0.750 -3.732
N -1.318 0.225 -4.324
O -1.390 -0.049 -5.490
O -2.309 0.147 -3.574
H -0.227 1.138 -2.738
H 0.494 1.481 -4.367
H 0.661 -0.101 -3.591
C 2.899 0.339 2.316
N 2.999 0.241 0.773
O 2.022 -0.188 0.178
O 3.970 0.797 0.235
H 3.892 -0.015 2.592
H 2.310 -0.501 2.683
H 2.724 1.350 2.684
C 1.137 -2.071 3.055
N -0.284 -2.241 3.383
O -1.115 -1.361 3.101
O -0.557 -3.329 3.903
H 1.618 -1.349 3.715
H 1.172 -1.795 2.001
H 1.748 -2.967 3.172
```

gap between HOMO and LUMO	9.68	eV
structure (SMILES)	C[N+](=O)[O-].C[N+](=O)[O-].C[N+](=O)[O-].C[N+](=O)[O-].C[N+](=O)[O-]

***

--- B ---
The following is a DFT calculation (the ωB97M-V functional and the def2-TZVPD basis) of a cluster of 5 separate species, C5H15N5O10 in total.

```
35
Properties=species:S:1:pos:R:3
C 1.193 -0.344 3.012
N 2.633 -0.660 2.959
O 2.983 -1.531 3.727
O 3.388 -0.100 2.181
H 0.751 -1.043 3.756
H 0.832 -0.389 2.004
H 1.057 0.695 3.358
C 0.966 0.824 -1.124
N -0.376 1.386 -1.010
O -1.192 1.183 -1.926
O -0.499 1.991 -0.016
H 1.151 0.445 -0.120
H 1.652 1.679 -1.312
H 0.974 0.066 -1.910
C 4.061 -1.049 -2.211
N 3.669 -0.198 -3.393
O 4.448 0.464 -4.006
O 2.474 -0.353 -3.735
H 4.028 -0.338 -1.386
H 5.067 -1.393 -2.411
H 3.329 -1.773 -2.041
C -3.713 1.408 1.557
N -3.231 2.210 2.684
O -2.056 1.972 3.015
O -3.981 2.888 3.349
H -4.431 1.851 0.878
H -4.091 0.520 1.964
H -2.901 1.143 0.851
C -3.165 -1.630 -1.610
N -1.908 -1.735 -0.787
O -1.392 -2.843 -0.601
O -1.555 -0.707 -0.288
H -3.688 -0.819 -1.158
H -3.656 -2.601 -1.678
H -2.820 -1.216 -2.569
```

gap between HOMO and LUMO	10.84	eV
structure (SMILES)	C[N+](=O)[O-].C[N+](=O)[O-].C[N+](=O)[O-].C[N+](=O)[O-].C[N+](=O)[O-]

***

On energetic grounds, B is preferred over the next structure by 1.793 eV.